One molecule with the formula C2H4N2O2 at a distorted geometry, computed with ωB97M-V with the def2-TZVPD basis set.

As for the multiplicity: 1. The value obtained for the strongest force on any atom is 3.599 eV/Å. The relative energy (zero: lowest compared OMol25 entry of this formula, charge and spin) is 472.8 kJ/mol. Its SMILES is C=[N+]([O-])C(N)=O. For the LUMO energy (alpha / beta), the calculation gives -0.63 / -0.97 eV.

```
10
Properties=species:S:1:pos:R:3:forces:R:3:nbo_charge:R:1
C -1.74649 0.00252 -0.13832 -0.48 -2.09 -1.21 0.03
N -0.46251 0.29592 -0.32845 -2.07 1.95 2.20 -0.11
O -0.49892 1.52374 0.21301 2.02 0.08 -0.37 -0.51
C 0.66734 -0.58770 -0.17796 0.65 -0.42 -0.67 0.76
N 1.75764 0.11159 0.18530 -0.26 -0.02 0.00 -0.81
O 0.56981 -1.76576 -0.42696 0.03 0.42 0.15 -0.59
H -2.26741 -0.58167 -0.88723 -0.02 -0.26 0.08 0.18
H -2.27271 0.30307 0.75731 0.26 0.43 -0.18 0.20
H 1.64000 1.08358 0.44147 -0.02 -0.12 -0.04 0.43
H 2.61324 -0.38531 0.36184 -0.11 0.02 0.04 0.42
```
Positions in Å, forces in eV/Å.